Here is a single C23H24ClN3O3S molecule from the Open Molecules 2025 dataset. Energies are from wB97M-V/def2-TZVPD.

Last column: Mulliken charge in e.
Geometry (Å):
1 C -2.38 1.93 3.98  -1.09
2 C -1.52 0.68 3.82  -0.53
3 O -0.53 0.83 2.82  -0.46
4 C -0.89 0.88 1.50  0.84
5 C -2.14 0.52 1.03  -0.48
6 C -2.48 0.65 -0.31  -1.12
7 C -1.55 1.15 -1.19  -1.09
8 C -0.28 1.47 -0.75  -0.47
9 C 0.09 1.35 0.59  1.30
10 N 1.33 1.75 1.05  0.17
11 C 2.03 1.02 2.10  -0.44
12 C 3.51 0.84 1.75  -1.26
13 N 3.63 0.51 0.34  0.23
14 C 4.02 -0.73 -0.01  0.95
15 O 4.40 -1.55 0.81  -0.70
16 C 3.86 -1.14 -1.47  -1.16
17 N 2.50 -1.61 -1.64  -0.13
18 C 1.57 -0.96 -2.37  0.73
19 O 1.84 -0.01 -3.08  -0.70
20 C 0.20 -1.48 -2.21  0.88
21 S -0.28 -2.27 -0.72  -0.30
22 C -1.93 -2.39 -1.28  0.51
23 C -3.00 -2.94 -0.59  -0.62
24 C -4.24 -2.93 -1.20  -0.54
25 C -4.41 -2.39 -2.47  -0.64
26 C -3.34 -1.86 -3.16  -0.58
27 C -2.08 -1.85 -2.57  0.43
28 C -0.85 -1.33 -3.07  -0.74
29 Cl -0.72 -0.60 -4.60  -0.20
30 C 3.20 1.58 -0.55  0.01
31 C 2.23 2.50 0.22  -1.53
32 H -2.94 2.13 3.07  0.32
33 H -1.75 2.79 4.20  0.32
34 H -3.08 1.78 4.80  0.40
35 H -2.14 -0.20 3.63  0.32
36 H -0.95 0.51 4.73  0.40
37 H -2.89 0.14 1.71  0.33
38 H -3.47 0.38 -0.64  0.47
39 H -1.79 1.28 -2.23  0.51
40 H 0.44 1.81 -1.48  0.13
41 H 1.57 0.03 2.21  0.45
42 H 1.94 1.54 3.06  0.23
43 H 4.09 1.74 1.97  0.33
44 H 3.93 0.01 2.32  0.46
45 H 4.03 -0.33 -2.19  0.50
46 H 4.56 -1.96 -1.67  0.37
47 H 2.22 -2.37 -1.03  0.21
48 H -2.86 -3.35 0.40  0.48
49 H -5.09 -3.34 -0.68  0.40
50 H -5.39 -2.40 -2.92  0.40
51 H -3.46 -1.44 -4.15  0.43
52 H 4.07 2.15 -0.88  0.21
53 H 2.70 1.17 -1.42  0.11
54 H 1.67 3.12 -0.48  0.53
55 H 2.80 3.18 0.87  0.40

Its SMILES is CCOc1ccccc1N1CCN(C(=O)CNC(=O)c2sc3ccccc3c2Cl)CC1. As for the charge: 0.



Here is a gas-phase ion, C4H9N3 (charge +2) from the Open Molecules 2025 dataset. Energies are from wB97M-V/def2-TZVPD.

Last column: Mulliken charge in e.
Geometry (Å):
1 C -0.66 -1.61 -2.20  -0.57
2 N -0.31 -0.78 -1.23  -0.17
3 N -0.49 0.46 -1.24  0.18
4 C -0.30 1.22 -0.09  0.04
5 N 0.30 0.91 1.00  0.14
6 C 0.88 -0.21 1.63  -0.44
7 C 0.74 1.05 2.35  -0.25
8 H -1.37 -2.08 -1.55  0.38
9 H -1.01 -1.22 -3.20  0.38
10 H 0.16 -2.38 -2.26  0.33
11 H -0.86 1.11 -2.10  0.42
12 H -0.81 2.24 -0.16  0.36
13 H 0.26 -0.92 2.16  0.30
14 H 1.95 -0.60 1.47  0.29
15 H -0.21 1.35 2.94  0.32
16 H 1.72 1.47 2.47  0.29

Its SMILES is C/N=[NH+]/C=[N+]1CC1. As for the charge: +2.



Here is 7 unconnected molecules or ions with the total composition C31H43N3O17 from the Open Molecules 2025 dataset. Energies are from wB97M-V/def2-TZVPD.

Last column: Mulliken charge in e.
Geometry (Å):
1 O -7.07 -3.31 2.94  -0.59
2 C -6.37 -2.58 2.23  0.58
3 C -4.91 -2.48 2.44  -0.55
4 C -4.04 -1.81 1.66  0.20
5 O -2.73 -1.55 2.02  -0.32
6 C -4.44 -1.14 0.40  0.86
7 O -3.66 -0.67 -0.40  -0.46
8 C -5.91 -1.31 0.17  -1.16
9 C -6.77 -1.95 1.00  0.46
10 O -8.11 -2.00 0.84  -0.54
11 H -4.63 -2.80 3.43  0.42
12 H -2.37 -1.17 1.22  0.22
13 H -6.20 -0.73 -0.70  0.43
14 H -8.60 -2.11 1.65  0.34
15 O -0.12 -0.32 3.68  -0.64
16 C 0.80 -1.12 3.63  1.01
17 C 2.19 -0.71 3.75  -0.81
18 C 3.24 -1.56 3.59  0.56
19 O 4.49 -1.09 3.45  -0.59
20 C 3.04 -3.07 3.45  0.53
21 O 3.97 -3.86 3.30  -0.65
22 C 1.63 -3.45 3.35  -0.70
23 C 0.62 -2.59 3.43  0.34
24 O -0.69 -2.93 3.31  -0.56
25 H 2.42 0.34 3.82  0.45
26 H 5.13 -1.79 3.30  0.35
27 H 1.39 -4.50 3.23  0.53
28 H -1.16 -2.11 3.16  0.30
29 O 3.21 -2.14 0.31  -0.42
30 C 3.17 -3.32 -0.05  0.92
31 C 4.40 -4.10 -0.15  -0.69
32 C 4.56 -5.39 -0.47  0.26
33 O 5.75 -6.01 -0.32  -0.53
34 C 3.32 -6.20 -0.66  0.49
35 O 3.24 -7.42 -0.75  -0.60
36 C 2.11 -5.36 -0.76  -0.53
37 C 2.06 -4.07 -0.51  0.18
38 O 0.91 -3.42 -0.59  -0.53
39 H 5.33 -3.60 0.06  0.48
40 H 5.73 -6.90 -0.68  0.33
41 H 1.19 -5.88 -0.96  0.49
42 H 0.96 -2.57 -0.14  0.04
43 C 0.65 2.31 -0.81  -0.62
44 N 0.58 1.00 -0.14  1.16
45 C 1.82 0.59 0.58  -0.70
46 C -0.47 0.22 -0.23  -0.69
47 O -0.57 -0.87 0.29  -0.56
48 H -0.37 2.67 -0.94  0.41
49 H 1.18 2.26 -1.76  -0.30
50 H 1.20 2.96 -0.12  0.28
51 H 1.65 -0.40 1.00  -0.23
52 H 2.66 0.34 -0.07  0.21
53 H 2.14 1.25 1.39  0.30
54 H -1.37 0.59 -0.74  0.70
55 C 0.41 5.87 1.59  -0.74
56 N -0.09 5.16 2.81  0.15
57 C -0.10 3.68 2.87  -0.81
58 C -0.51 5.90 3.90  0.16
59 O -1.02 5.42 4.95  -0.60
60 H 0.44 6.93 1.83  0.29
61 H -0.21 5.52 0.77  0.24
62 H 1.45 5.62 1.40  0.26
63 H -0.64 3.25 3.71  0.34
64 H -0.71 3.33 2.04  0.15
65 H 0.91 3.32 2.70  0.28
66 H -0.49 6.99 3.71  0.26
67 C 1.11 -0.81 -3.05  -0.33
68 N 2.04 0.16 -3.71  0.30
69 C 1.84 0.66 -5.07  -1.01
70 C 3.22 0.37 -3.05  0.00
71 O 4.05 1.23 -3.39  -0.67
72 H 0.14 -0.42 -2.76  0.08
73 H 1.54 -1.20 -2.13  -0.19
74 H 1.00 -1.71 -3.66  0.42
75 H 2.58 1.40 -5.38  0.27
76 H 1.98 -0.20 -5.73  0.35
77 H 0.78 0.93 -5.05  0.38
78 H 3.35 -0.20 -2.12  0.49
79 C 0.59 4.00 -3.76  -0.65
80 O -0.67 3.70 -3.24  -0.28
81 C -1.33 2.64 -3.89  0.44
82 C -2.77 2.57 -3.24  -0.88
83 O -2.65 2.38 -1.80  -0.06
84 C -3.85 2.28 -1.04  -0.98
85 H 0.51 4.37 -4.78  0.34
86 H 1.23 3.13 -3.64  0.15
87 H 0.99 4.83 -3.18  0.23
88 H -0.67 1.80 -3.69  -0.57
89 H -1.45 2.83 -4.95  0.54
90 H -3.30 1.85 -3.86  0.46
91 H -3.21 3.55 -3.42  0.33
92 H -3.82 1.82 -0.05  0.23
93 H -4.48 1.61 -1.63  0.36
94 H -4.32 3.26 -1.12  0.38

Its SMILES is O=C1C=C(O)C(=O)C=C1O.O=C1C=C(O)C(=O)C=C1O.O=C1C=C(O)C(=O)C=C1O.CN(C)C=O.CN(C)C=O.CN(C)C=O.COCCOC. As for the charge: 0.



Record order is preserved below.
LUMO level: 0.049, -11.466, -1.944 eV
Record order is preserved below.
HOMO energy: -7.39, -21.06, -9.26 eV
Record order is preserved below.
Largest force on an atom: 0.01803, 0.09145, 0.07305 hartree/bohr